The following is a quantum chemistry calculation of a cluster of 6 separate species, C4H17O7 in total in a non-equilibrium geometry, from the Open Molecules 2025 dataset.

Element x y z (Å)
O  3.234  0.603  2.261
O  -2.272  -2.666  2.048
O  -1.208  -0.456  1.192
O  2.036  2.133  0.454
O  -2.670  2.074  0.308
O  -2.891  -1.400  -0.503
O  -0.641  -2.587  -1.956
C  2.075  1.810  -0.969
C  1.543  0.352  -1.167
C  -0.054  -0.427  0.605
C  0.239  0.323  -0.500
H  -2.503  -1.058  0.358
H  -2.200  -2.002  -0.808
H  1.105  2.141  0.710
H  -1.785  2.438  0.379
H  -0.640  -1.630  -1.770
H  1.301  2.371  -1.486
H  -1.627  -2.086  1.566
H  -2.534  1.132  0.125
H  2.309  -0.446  -0.869
H  2.549  1.217  1.914
H  -1.232  -2.731  -2.708
H  -2.761  -2.174  2.702
H  -0.619  0.798  -1.001
H  3.791  0.543  1.480
H  1.509  0.394  -2.282
H  3.085  2.036  -1.278
H  0.861  -0.704  1.195

The value obtained for the molecular weight is 177.17 g/mol. As for the charge: -1. For the energy above the lowest of the compared OMol25 structures with the same formula, charge and spin, the calculation gives 153.1 kJ/mol. The value obtained for the strongest force on any atom is 2.84 eV Å⁻¹. For the HOMO energy, the calculation gives -4.236 eV. The spin multiplicity is 1. Its energy is -18756.69600 eV.


The following is a quantum chemistry calculation of a cluster of 2 separate species, C4H7NO2 in total in a non-equilibrium geometry, from the Open Molecules 2025 dataset.

Element x y z (Å)
O  1.533  -1.074  0.830
O  -1.539  -0.629  -1.738
N  -1.007  0.389  1.583
C  1.530  -0.561  -0.424
C  -1.480  0.442  0.416
C  -1.070  -0.648  -0.623
C  1.225  0.710  -0.732
H  -2.242  1.139  0.050
H  -1.363  1.089  2.232
H  0.922  -0.561  1.396
H  2.024  -1.223  -1.124
H  1.334  1.063  -1.746
H  -0.741  -1.562  -0.108
H  0.872  1.426  -0.010

The value obtained for the molecular weight is 101.10 g/mol. For the energy above the lowest of the compared OMol25 structures with the same formula, charge and spin, the calculation gives 292.1 kJ/mol. The value obtained for the strongest force on any atom is 2.57 eV Å⁻¹. For the HOMO energy, the calculation gives -9.151 eV. The spin multiplicity is 1. Its energy is -9844.25188 eV. As for the structure (SMILES): [H]/N=C/C=O.C=CO.


The following is a quantum chemistry calculation of a cluster of 2 separate species, C9H14O in total in a non-equilibrium geometry, from the Open Molecules 2025 dataset.

Element x y z (Å)
O  1.620  -0.174  -2.130
C  0.674  -2.187  1.086
C  0.162  -0.942  1.087
C  1.190  -2.956  0.073
C  -1.734  3.274  -0.124
C  -1.232  3.770  -1.432
C  0.474  -0.197  -0.008
C  1.080  -0.943  -1.038
C  1.283  -2.325  -1.093
C  0.302  -3.001  2.288
H  -1.924  4.365  -2.180
H  -0.913  2.861  -1.942
H  1.387  -4.096  0.253
H  -0.421  4.590  -1.260
H  0.344  -2.389  3.241
H  -2.830  3.176  -0.058
H  -0.718  -3.304  2.073
H  -0.415  -0.569  1.983
H  1.785  -2.885  -2.015
H  -1.357  3.949  0.724
H  0.944  -3.860  2.331
H  1.515  0.727  -1.781
H  0.345  0.915  -0.093
H  -1.561  2.205  0.015

The value obtained for the molecular weight is 138.21 g/mol. For the energy above the lowest of the compared OMol25 structures with the same formula, charge and spin, the calculation gives 236.4 kJ/mol. The value obtained for the strongest force on any atom is 4.69 eV Å⁻¹. For the HOMO energy, the calculation gives -8.248 eV. The spin multiplicity is 1. Its energy is -11605.18708 eV. As for the structure (SMILES): Cc1ccc(O)cc1.CC.


The following is a quantum chemistry calculation of a structure of composition C2H4P2S2 in a non-equilibrium geometry, from the Open Molecules 2025 dataset.

Element x y z (Å)
S  2.725  1.151  0.048
S  2.744  -0.934  -0.027
P  0.589  1.321  -0.039
P  0.664  -1.424  0.060
C  0.220  -0.045  1.281
C  0.109  0.010  -1.319
H  0.869  0.209  2.085
H  -0.988  -0.017  -1.456
H  0.612  0.013  -2.228
H  -0.832  -0.024  1.719

The value obtained for the molecular weight is 154.14 g/mol. For the energy above the lowest of the compared OMol25 structures with the same formula, charge and spin, the calculation gives 0.0 kJ/mol. The value obtained for the strongest force on any atom is 3.83 eV Å⁻¹. For the HOMO energy, the calculation gives -8.397 eV. The spin multiplicity is 1. Its energy is -42386.82245 eV.


Copy entry 1 word for word.
The following is a quantum chemistry calculation of a cluster of 6 separate species, C4H17O7 in total in a non-equilibrium geometry, from the Open Molecules 2025 dataset.

Element x y z (Å)
O  3.234  0.603  2.261
O  -2.272  -2.666  2.048
O  -1.208  -0.456  1.192
O  2.036  2.133  0.454
O  -2.670  2.074  0.308
O  -2.891  -1.400  -0.503
O  -0.641  -2.587  -1.956
C  2.075  1.810  -0.969
C  1.543  0.352  -1.167
C  -0.054  -0.427  0.605
C  0.239  0.323  -0.500
H  -2.503  -1.058  0.358
H  -2.200  -2.002  -0.808
H  1.105  2.141  0.710
H  -1.785  2.438  0.379
H  -0.640  -1.630  -1.770
H  1.301  2.371  -1.486
H  -1.627  -2.086  1.566
H  -2.534  1.132  0.125
H  2.309  -0.446  -0.869
H  2.549  1.217  1.914
H  -1.232  -2.731  -2.708
H  -2.761  -2.174  2.702
H  -0.619  0.798  -1.001
H  3.791  0.543  1.480
H  1.509  0.394  -2.282
H  3.085  2.036  -1.278
H  0.861  -0.704  1.195

The value obtained for the molecular weight is 177.17 g/mol. As for the charge: -1. For the energy above the lowest of the compared OMol25 structures with the same formula, charge and spin, the calculation gives 153.1 kJ/mol. The value obtained for the strongest force on any atom is 2.84 eV Å⁻¹. For the HOMO energy, the calculation gives -4.236 eV. The spin multiplicity is 1. Its energy is -18756.69600 eV.